1.
{"formula": "C24H26B2Cl5O3S", "method": "ωB97M-V with the def2-TZVPD basis set", "symbols": ["Cl", "B", "Cl", "Cl", "O", "C", "C", "C", "C", "C", "Cl", "C", "C", "H", "H", "H", "H", "H", "C", "C", "C", "C", "C", "B", "C", "C", "C", "C", "Cl", "C", "C", "O", "C", "C", "C", "C", "C", "C", "O", "S", "H", "H", "H", "H", "H", "H", "H", "H", "H", "H", "H", "H", "H", "H", "H", "H", "H", "H", "H", "H", "H"], "positions_angstrom": [[1.521, 2.665, -4.170], [1.399, 0.842, -3.855], [0.640, -0.001, -5.280], [3.110, 0.174, -3.633], [0.540, 0.623, -2.509], [-0.623, 0.101, -2.283], [-1.639, 0.295, -3.289], [-2.412, -0.816, -3.659], [-3.308, -0.708, -4.710], [-3.515, 0.550, -5.308], [-4.748, 0.741, -6.476], [-2.747, 1.659, -4.929], [-1.795, 1.531, -3.932], [-0.860, -0.646, -1.469], [-2.198, -1.740, -3.108], [-3.843, -1.578, -5.075], [-2.891, 2.613, -5.440], [-1.137, 2.345, -3.652], [0.956, 0.370, 6.446], [0.740, -0.152, 5.102], [0.334, -1.420, 4.724], [-0.008, -1.514, 3.339], [0.130, -0.301, 2.702], [0.169, -0.058, 1.104], [-1.438, 0.189, 0.831], [-2.329, -0.865, 0.665], [-3.720, -0.649, 0.628], [-4.216, 0.654, 0.768], [-5.929, 0.943, 0.733], [-3.331, 1.728, 0.904], [-1.944, 1.479, 0.925], [1.083, 0.979, 0.820], [2.395, 0.423, 0.751], [3.160, 1.342, -0.189], [3.123, 0.424, 2.081], [2.137, -1.118, 0.359], [1.778, -1.397, -1.063], [3.168, -2.190, 0.647], [0.853, -1.350, 0.976], [0.678, 0.934, 3.752], [0.895, -0.468, 7.140], [1.921, 0.866, 6.543], [0.164, 1.094, 6.673], [0.262, -2.246, 5.424], [-0.307, -2.447, 2.870], [-1.962, -1.884, 0.611], [-4.429, -1.470, 0.527], [-3.732, 2.734, 1.025], [-1.276, 2.316, 1.079], [4.166, 0.949, -0.426], [2.621, 1.500, -1.135], [3.279, 2.330, 0.290], [4.138, 0.023, 1.932], [3.223, 1.434, 2.502], [2.636, -0.222, 2.823], [2.546, -1.214, -1.821], [1.245, -2.358, -1.177], [1.046, -0.602, -1.142], [4.060, -1.992, 0.034], [3.462, -2.298, 1.694], [2.758, -3.146, 0.304]], "nbo_charge": [-0.2490, 0.3852, -0.2324, -0.2157, -0.5638, 0.5385, -0.1999, -0.1140, -0.2426, -0.0063, 0.0338, -0.2370, -0.1020, 0.2520, 0.2305, 0.2321, 0.2340, 0.2539, -0.6266, -0.2606, -0.2673, -0.2975, -0.3622, 0.7882, -0.2625, -0.1816, -0.2554, -0.0666, -0.0388, -0.2346, -0.1994, -0.7465, 0.2693, -0.6201, -0.6468, 0.2505, -0.6432, -0.6224, -0.7462, 0.4019, 0.2064, 0.2024, 0.2050, 0.1937, 0.2140, 0.2084, 0.2107, 0.2130, 0.2226, 0.1968, 0.2213, 0.2069, 0.1959, 0.2099, 0.2320, 0.2115, 0.1998, 0.2041, 0.2027, 0.2056, 0.2085], "e_tot_ha": -3904.9054, "fmax_ev_per_a": 3.5, "e_lumo_ev": 0.59, "charge": -1, "homo_lumo_gap_ev": 4.65, "homo_ha": -0.149}



2.
{"formula": "C24H26BF10GeHfN9OSSeTe", "method": "ωB97M-V with the def2-TZVPD basis set", "symbols": ["Hf", "C", "C", "N", "N", "C", "B", "N", "C", "C", "C", "N", "N", "C", "C", "C", "N", "N", "C", "C", "C", "N", "H", "H", "H", "H", "H", "H", "H", "H", "H", "H", "H", "H", "F", "C", "C", "F", "C", "F", "C", "S", "C", "F", "C", "F", "N", "C", "C", "Ge", "C", "C", "C", "Se", "C", "H", "H", "H", "H", "H", "H", "H", "H", "H", "H", "H", "H", "H", "H", "F", "Te", "F", "F", "F", "F", "O"], "positions_angstrom": [[-0.953, 0.872, -0.350], [-0.413, 5.227, 0.698], [-0.911, 4.277, -0.179], [-0.487, 3.054, 0.155], [0.317, 3.209, 1.250], [0.351, 4.503, 1.593], [1.099, 2.025, 1.935], [0.031, 1.082, 2.572], [-0.103, 0.553, 3.795], [-1.326, -0.092, 3.875], [-1.900, 0.082, 2.631], [-1.092, 0.795, 1.839], [1.879, 1.277, 0.782], [3.186, 1.000, 0.686], [3.454, 0.555, -0.598], [2.224, 0.584, -1.244], [1.280, 1.009, -0.405], [2.118, 2.578, 2.894], [3.103, 3.465, 2.574], [3.897, 3.630, 3.675], [3.323, 2.782, 4.644], [2.266, 2.152, 4.174], [-0.583, 6.288, 0.685], [-1.542, 4.427, -1.037], [0.913, 4.830, 2.450], [0.675, 0.697, 4.523], [-1.732, -0.614, 4.722], [-2.839, -0.282, 2.248], [3.845, 1.149, 1.524], [4.408, 0.273, -1.005], [1.965, 0.350, -2.264], [3.164, 3.907, 1.593], [4.760, 4.265, 3.772], [3.639, 2.610, 5.660], [-7.899, 0.368, 0.622], [-6.840, 0.860, 0.006], [-5.776, 1.348, 0.752], [-5.815, 1.310, 2.081], [-4.677, 1.858, 0.098], [-3.656, 2.310, 0.839], [-4.603, 1.897, -1.290], [-3.198, 2.616, -2.054], [-5.685, 1.423, -2.017], [-5.666, 1.452, -3.341], [-6.796, 0.894, -1.378], [-7.817, 0.432, -2.083], [-0.631, -2.009, 0.823], [-0.303, -1.387, -0.107], [3.131, -6.508, -0.446], [3.080, -4.665, -1.048], [4.010, -3.439, 0.142], [3.657, -4.444, -2.893], [1.149, -4.158, -0.962], [0.756, -2.550, -1.945], [-0.906, -3.059, -2.783], [4.148, -6.897, -0.482], [2.502, -7.134, -1.079], [2.772, -6.579, 0.580], [5.087, -3.507, -0.007], [3.790, -3.674, 1.183], [3.704, -2.409, -0.051], [4.716, -4.681, -2.993], [3.513, -3.414, -3.224], [3.098, -5.102, -3.559], [0.846, -3.965, 0.068], [0.513, -4.945, -1.367], [-0.679, -3.895, -3.441], [-1.268, -2.212, -3.357], [-1.612, -3.348, -2.008], [-2.676, 0.006, -0.583], [-2.167, 0.947, -3.482], [-3.224, -0.532, -3.123], [-1.309, -0.083, -4.757], [-1.181, 2.434, -4.037], [-3.367, 1.388, -4.820], [-0.737, 0.529, -2.340]], "lowdin_spin": [0.0181, 0.0000, 0.0001, 0.0009, 0.0001, 0.0002, 0.0000, 0.0001, -0.0005, 0.0000, 0.0008, 0.0015, 0.0004, 0.0016, 0.0008, 0.0002, 0.0012, 0.0000, 0.0000, 0.0000, 0.0000, 0.0000, 0.0000, 0.0000, 0.0000, 0.0000, 0.0000, 0.0000, 0.0001, 0.0000, -0.0004, 0.0000, 0.0000, 0.0000, 0.0000, 0.0000, 0.0000, 0.0000, 0.0000, 0.0000, 0.0000, 0.0004, 0.0000, 0.0000, 0.0000, 0.0000, 0.1984, 0.1080, 0.0025, 0.0074, 0.0008, 0.0085, 0.0399, 0.5330, 0.0368, 0.0005, 0.0001, 0.0001, 0.0002, 0.0000, 0.0000, 0.0003, 0.0056, 0.0000, 0.0124, 0.0014, 0.0120, -0.0005, 0.0058, 0.0000, 0.0002, 0.0001, 0.0001, 0.0000, 0.0000, 0.0007], "e_tot_ha": -7714.2712, "fmax_ev_per_a": 1.1, "multiplicity": 2, "e_lumo_ev": [-4.06, -5.14], "charge": 1, "homo_lumo_gap_ev": [7.73, 6.87], "homo_ha": [-0.433, -0.441], "e_above_lowest_kcal_mol": 41.3}